Entry 1:
ORCA calculation (ωB97M-V/def2-TZVPD) on a molecular structure, C49H39AsN7PS5Tc in a non-equilibrium geometry.

```
! RIJCOSX wB97M-V def2-TZVPD def2/J DEFGRID3
* xyz 3 1
Tc -1.029 0.394 -0.380
C 4.052 -0.677 1.889
N 2.777 -0.039 1.576
C 1.886 -0.333 0.599
N 0.926 0.638 0.628
C 1.227 1.448 1.679
C 2.398 1.087 2.229
C 3.027 1.606 3.453
C 2.573 1.055 4.648
C 3.157 1.430 5.860
C 4.161 2.404 5.827
C 4.588 3.007 4.625
C 3.962 2.646 3.423
C 0.476 2.627 2.115
C -1.066 2.721 2.140
C -1.564 3.337 3.462
C -0.828 4.632 3.703
C 0.411 4.829 3.226
C 1.088 3.741 2.506
P 2.001 -1.648 -0.658
C 1.394 -0.582 -2.037
N 0.304 0.180 -1.926
C 0.316 1.095 -2.943
C 1.433 0.895 -3.714
N 2.081 -0.173 -3.104
C 3.371 -0.774 -3.563
C 2.111 1.708 -4.724
C 3.161 2.580 -4.390
C 3.839 3.272 -5.393
C 3.492 3.033 -6.719
C 2.529 2.077 -7.055
C 1.825 1.451 -6.047
C -0.565 2.238 -2.781
C -0.524 2.871 -1.525
C -1.257 4.042 -1.303
C -2.049 4.552 -2.314
C -2.008 3.992 -3.587
C -1.230 2.867 -3.845
C 0.407 -2.386 -0.179
N -0.689 -1.733 0.176
C -1.642 -2.693 0.402
C -1.165 -3.923 0.124
N 0.123 -3.694 -0.233
C 1.097 -4.817 -0.450
C -1.885 -5.209 0.023
C -2.109 -5.887 1.197
C -2.820 -7.072 1.139
C -3.279 -7.623 -0.046
C -3.012 -6.943 -1.249
C -2.351 -5.704 -1.196
C -2.962 -2.430 0.970
C -3.150 -1.868 2.207
C -4.436 -1.806 2.742
C -5.537 -2.323 2.056
C -5.371 -2.889 0.798
C -4.087 -2.929 0.224
H 4.920 -0.051 1.598
H 4.074 -0.841 2.963
H 4.167 -1.666 1.406
H 1.775 0.277 4.533
H 2.961 0.881 6.772
H 4.656 2.627 6.770
H 5.358 3.756 4.631
H 4.246 3.124 2.482
H -1.449 3.365 1.342
H -2.638 3.513 3.338
H -1.268 5.360 4.406
H 1.008 5.708 3.447
H 2.147 3.793 2.391
H 3.260 -0.982 -4.616
H 3.500 -1.693 -3.002
H 4.188 -0.043 -3.339
H 3.468 2.755 -3.343
H 4.711 3.841 -5.095
H 4.066 3.473 -7.508
H 2.233 1.854 -8.059
H 0.980 0.759 -6.248
H 0.268 2.606 -0.849
H -1.165 4.598 -0.398
H -2.698 5.445 -2.162
H -2.491 4.462 -4.419
H -1.225 2.435 -4.827
H 1.856 -4.511 -1.139
H 1.526 -5.067 0.500
H 0.574 -5.663 -0.879
H -1.623 -5.550 2.093
H -2.974 -7.611 2.070
H -3.831 -8.564 -0.070
H -3.315 -7.311 -2.235
H -2.245 -5.096 -2.094
H -2.296 -1.518 2.767
H -4.589 -1.322 3.734
H -6.538 -2.357 2.475
H -6.192 -3.347 0.246
H -3.890 -3.550 -0.622
S -4.816 0.609 0.418
As -4.449 -0.984 -1.185
S -2.507 -0.510 -2.008
S -2.993 1.479 0.215
S -6.106 -1.573 -2.228
S -1.881 1.079 1.909
C -1.327 2.325 4.484
N -1.016 1.387 5.055
*
```

Here are the Löwdin charges for atoms 1 to 8, given in e: Tc 0.793; C 0.024; N -0.030; C -0.380; N -0.004; C -0.207; C -0.139; C -0.220

Entry 2:
ORCA calculation (ωB97M-V/def2-TZVPD) on 4 unconnected molecules or ions with the total composition C49H39ClN2O9 in a non-equilibrium geometry.

```
! RIJCOSX wB97M-V def2-TZVPD def2/J DEFGRID3
* xyz 0 1
C -5.049 1.186 0.832
C -6.418 1.957 0.365
C -6.201 3.595 0.103
Cl -7.911 4.239 -0.334
C -5.110 3.810 -1.133
N -5.797 3.826 -2.514
O -5.665 4.137 1.361
C -5.852 5.592 1.473
N -6.957 5.829 2.479
C -4.453 6.205 2.153
C -3.594 6.955 0.935
O -2.366 6.481 0.709
O -4.101 8.065 0.114
H -5.382 0.335 1.595
H -4.256 1.891 1.374
H -4.583 0.647 -0.097
H -6.995 1.434 -0.526
H -7.170 1.906 1.290
H -4.309 2.949 -1.199
H -4.505 4.817 -1.047
H -6.052 4.838 -2.648
H -5.079 3.589 -3.257
H -5.973 6.159 0.456
H -7.912 5.761 2.063
H -6.826 6.703 3.034
H -3.821 5.321 2.599
H -4.679 7.067 2.937
H -4.492 7.676 -0.738
O 3.942 3.590 -1.373
C 2.833 3.119 -1.155
C 2.676 1.680 -0.860
C 3.807 0.855 -0.809
C 3.671 -0.497 -0.492
C 2.410 -1.028 -0.223
C 1.280 -0.212 -0.291
C 1.412 1.144 -0.616
C 0.209 1.995 -0.702
O -0.905 1.512 -0.541
C 0.368 3.437 -0.977
C -0.764 4.261 -1.026
C -0.622 5.631 -1.252
C 0.648 6.181 -1.429
C 1.776 5.359 -1.396
C 1.636 3.983 -1.175
H 4.795 1.264 -1.012
H 4.551 -1.136 -0.448
H 2.305 -2.079 0.037
H 0.297 -0.635 -0.085
H -1.758 3.840 -0.883
H -1.501 6.270 -1.285
H 0.760 7.250 -1.596
H 2.764 5.795 -1.538
O -0.149 -0.126 5.195
C -0.178 -1.340 5.036
C 0.226 -2.248 6.129
C 0.624 -1.715 7.362
C 0.968 -2.567 8.412
C 0.915 -3.950 8.236
C 0.536 -4.483 7.003
C 0.196 -3.630 5.946
C -0.186 -4.203 4.640
O -0.159 -5.415 4.462
C -0.609 -3.296 3.554
C -1.009 -3.831 2.322
C -1.441 -2.984 1.300
C -1.477 -1.605 1.505
C -1.065 -1.069 2.727
C -0.625 -1.917 3.752
H 0.662 -0.637 7.508
H 1.273 -2.152 9.370
H 1.171 -4.614 9.059
H 0.501 -5.563 6.872
H -0.988 -4.907 2.156
H -1.755 -3.402 0.346
H -1.823 -0.946 0.712
H -1.093 0.009 2.878
O 5.505 -3.661 -2.181
C 5.288 -4.232 -3.242
C 5.880 -5.558 -3.513
C 6.679 -6.173 -2.540
C 7.209 -7.443 -2.773
C 6.944 -8.101 -3.973
C 6.164 -7.483 -4.952
C 5.636 -6.206 -4.724
C 4.826 -5.553 -5.771
O 4.657 -6.099 -6.855
C 4.217 -4.237 -5.493
C 3.417 -3.624 -6.466
C 2.810 -2.396 -6.200
C 2.999 -1.778 -4.964
C 3.808 -2.380 -3.997
C 4.423 -3.610 -4.265
H 6.885 -5.667 -1.599
H 7.825 -7.921 -2.014
H 7.347 -9.096 -4.150
H 5.965 -8.001 -5.888
H 3.261 -4.103 -7.432
H 2.186 -1.923 -6.955
H 2.518 -0.825 -4.752
H 3.953 -1.889 -3.036
*
```

The calculation puts the energy relative to the best compared isomer or geometry (same formula, charge and spin) at 113.0 kcal per mole. Its structure (SMILES) is CC[C@](Cl)(CN)O[C@@H](N)CC(=O)O.O=C1c2ccccc2C(=O)c2ccccc21.O=C1c2ccccc2C(=O)c2ccccc21.O=C1c2ccccc2C(=O)c2ccccc21.

Here are the Löwdin charges for atoms 1 to 8, given in e: C -0.137; C -0.221; C -0.669; Cl 0.598; C -0.206; N -0.060; O -0.154; C -0.382

Entry 3:
ORCA calculation (ωB97M-V/def2-TZVPD) on a molecular structure, C49H40BrN5O5RuS3 in a non-equilibrium geometry.

```
! RIJCOSX wB97M-V def2-TZVPD def2/J DEFGRID3
* xyz 2 5
Ru 0.340 -0.116 -0.667
O -0.459 -3.951 0.896
S -0.727 -3.189 -0.291
O -1.939 -2.417 -0.327
N 0.524 -2.113 -0.512
C 1.831 -2.544 -0.285
C 2.285 -3.851 -0.317
C 3.630 -4.149 -0.052
C 4.532 -3.169 0.257
C 4.111 -1.826 0.311
C 4.966 -0.747 0.626
C 4.467 0.527 0.674
C 3.112 0.743 0.407
N 2.285 -0.238 0.094
C 2.760 -1.518 0.034
C -0.722 -4.248 -1.713
C -0.051 -3.878 -2.869
C -0.137 -4.698 -3.983
C -0.881 -5.870 -3.928
C -1.542 -6.231 -2.761
C -1.466 -5.416 -1.642
H 1.598 -4.654 -0.533
H 3.953 -5.180 -0.100
H 5.569 -3.406 0.458
H 6.011 -0.943 0.835
H 5.102 1.369 0.904
H 2.698 1.741 0.461
H 0.556 -2.982 -2.888
H 0.380 -4.423 -4.893
H -0.935 -6.511 -4.798
H -2.117 -7.146 -2.722
H -1.968 -5.681 -0.720
O 3.049 2.186 -2.167
S 1.858 1.546 -2.631
O 1.851 0.093 -2.734
N 0.649 1.769 -1.498
C 0.113 2.931 -1.121
C 0.351 4.185 -1.717
C -0.374 5.291 -1.306
C -1.316 5.200 -0.294
C -1.540 3.973 0.383
C -2.440 3.817 1.459
C -2.551 2.595 2.072
C -1.780 1.521 1.605
N -0.945 1.642 0.585
C -0.817 2.836 -0.019
C 1.380 2.224 -4.191
C 0.069 2.158 -4.641
C -0.216 2.622 -5.914
C 0.797 3.145 -6.710
C 2.100 3.219 -6.237
C 2.402 2.754 -4.967
H 1.096 4.281 -2.496
H -0.201 6.243 -1.788
H -1.883 6.072 0.008
H -3.028 4.665 1.789
H -3.220 2.438 2.907
H -1.833 0.543 2.072
H -0.713 1.764 -4.004
H -1.227 2.578 -6.295
H 0.568 3.504 -7.704
H 2.885 3.640 -6.850
H 3.409 2.794 -4.572
O 0.059 -0.629 1.822
S 0.691 -1.603 2.774
C -0.577 -1.858 4.116
C -1.771 -0.978 3.919
C -1.996 0.130 4.732
C -3.123 0.918 4.541
C -4.022 0.618 3.527
C -3.799 -0.481 2.707
C -2.682 -1.278 2.906
C 1.969 -0.630 3.701
C 1.458 0.524 4.501
C 1.008 1.676 3.860
C 0.560 2.760 4.598
C 0.563 2.709 5.985
C 1.008 1.565 6.633
C 1.450 0.476 5.894
H -0.081 -1.677 5.067
H -0.834 -2.911 4.017
H -1.302 0.365 5.529
H -3.309 1.756 5.201
H -4.909 1.225 3.389
H -4.505 -0.732 1.925
H -2.508 -2.142 2.282
H 2.646 -0.295 2.915
H 2.481 -1.368 4.323
H 1.014 1.718 2.777
H 0.222 3.655 4.089
H 0.234 3.566 6.558
H 1.019 1.526 7.714
H 1.806 -0.411 6.405
Br -5.370 0.117 -1.584
C -3.675 -0.250 -2.306
C -3.506 -0.722 -3.597
C -2.212 -0.956 -4.035
C -1.150 -0.720 -3.185
N -1.327 -0.274 -1.933
C -2.570 -0.049 -1.500
H -4.359 -0.908 -4.235
H -2.029 -1.324 -5.035
H -0.129 -0.883 -3.501
H -2.700 0.263 -0.477
*
```

The calculation puts the energy relative to the best compared isomer or geometry (same formula, charge and spin) at 18.5 kcal per mole.

Here are the Löwdin charges for atoms 1 to 8, given in e: Ru 1.543; O -0.279; S 0.617; O -0.295; N -0.261; C -0.282; C 0.010; C -0.029

Entry 4:
ORCA calculation (ωB97M-V/def2-TZVPD) on a molecular structure, C49H41F6N11O4S3ScTe in a non-equilibrium geometry.

```
! RIJCOSX wB97M-V def2-TZVPD def2/J DEFGRID3
* xyz -1 1
Sc -1.037 0.369 1.705
C -3.001 0.078 7.670
C -1.697 0.514 7.954
C -0.912 1.114 6.986
C -1.453 1.263 5.714
C -0.890 1.697 4.447
N 0.293 2.282 4.300
C 0.858 2.449 3.123
C 2.087 3.213 2.934
C 2.901 3.898 3.825
C 4.044 4.497 3.324
C 4.356 4.425 1.959
C 3.524 3.764 1.071
C 2.391 3.143 1.578
C 1.349 2.324 0.963
N 1.319 2.055 -0.332
C 0.297 1.452 -0.922
N -0.923 1.183 -0.365
C -1.769 0.796 -1.350
N -3.079 0.614 -1.259
C -3.708 0.672 -0.103
N -3.163 0.813 1.133
C -4.177 0.765 2.051
N -4.081 0.763 3.362
C -2.933 0.984 3.995
N -1.782 1.457 3.445
C -2.750 0.815 5.429
C -3.544 0.225 6.406
C -5.460 0.641 1.358
C -6.772 0.616 1.808
C -7.774 0.501 0.858
C -7.471 0.391 -0.506
C -6.158 0.423 -0.951
C -5.163 0.569 0.003
C -1.048 0.730 -2.616
C -1.441 0.342 -3.888
C -0.481 0.353 -4.888
C 0.845 0.716 -4.610
C 1.232 1.100 -3.337
C 0.262 1.123 -2.342
N 0.458 1.939 1.915
H -3.582 -0.400 8.450
H -1.290 0.349 8.944
H 0.102 1.431 7.197
H 2.652 3.943 4.878
H 4.720 5.016 3.993
H 5.268 4.883 1.597
H 3.758 3.729 0.014
H -4.535 -0.134 6.158
H -6.993 0.678 2.866
H -8.812 0.492 1.169
H -8.277 0.285 -1.221
H -5.905 0.330 -1.999
H -2.459 0.019 -4.072
H -0.755 0.065 -5.896
H 1.583 0.679 -5.404
H 2.260 1.349 -3.106
F -2.099 -4.111 3.429
C -3.066 -3.661 2.634
F -3.992 -3.069 3.390
F -3.625 -4.690 2.007
S -2.410 -2.445 1.432
O -1.921 -1.412 2.415
O -3.555 -2.034 0.660
N -1.325 -3.268 0.689
S 0.556 -2.334 1.709
O 1.558 -3.023 0.919
O 0.216 -0.991 0.994
C 1.494 -1.414 3.343
F 2.555 -0.785 3.832
F 1.235 -2.404 4.248
F 0.401 -0.491 3.569
Te -0.790 -2.550 -1.167
C -2.210 -3.601 -2.331
C -1.873 -3.777 -3.675
C -2.776 -4.342 -4.565
C -4.030 -4.740 -4.122
C -4.374 -4.556 -2.789
C -3.472 -3.991 -1.896
H -0.890 -3.467 -4.021
H -2.499 -4.469 -5.605
H -4.735 -5.183 -4.814
H -5.361 -4.837 -2.442
H -3.760 -3.833 -0.866
C 3.015 3.838 -2.886
C 4.512 3.628 -3.121
C 4.920 2.167 -3.360
C 5.216 1.355 -2.099
N 4.022 0.821 -1.449
C 4.044 -0.255 -0.581
S 3.337 -0.120 0.920
N 4.584 -1.436 -0.959
C 5.242 -1.840 -2.197
C 4.427 -1.618 -3.479
C 3.446 -2.755 -3.789
C 2.189 -2.727 -2.923
H 2.800 4.898 -2.731
H 2.636 3.296 -2.018
H 2.440 3.508 -3.755
H 5.082 4.017 -2.271
H 4.802 4.216 -3.995
H 5.829 2.155 -3.966
H 4.141 1.661 -3.941
H 5.773 1.982 -1.390
H 5.866 0.531 -2.369
H 3.427 1.534 -1.044
H 4.368 -2.160 -0.292
H 5.451 -2.905 -2.091
H 6.210 -1.343 -2.280
H 5.128 -1.510 -4.312
H 3.868 -0.683 -3.390
H 3.960 -3.714 -3.663
H 3.155 -2.681 -4.840
H 2.413 -2.772 -1.857
H 1.543 -3.577 -3.153
H 1.616 -1.813 -3.106
*
```

The calculation puts the energy relative to the best compared isomer or geometry (same formula, charge and spin) at 23.3 kcal per mole.

Here are the Löwdin charges for atoms 1 to 8, given in e: Sc 0.917; C -0.086; C -0.087; C -0.012; C -0.096; C -0.288; N 0.212; C -0.263

The E results, record by record, are as follows: -188356.128; -85373.382; -174266.408; -152871.959 eV.